Record 1
C2H6SSi in the gas phase in a non-equilibrium geometry. Source: OMol25; level of theory: the ωB97M-V functional and the def2-TZVPD basis.

XYZ file:
```
10
Properties=species:S:1:pos:R:3
H 0.50690 2.00319 -1.17070
H -1.54860 -1.58037 -0.85379
H 0.26995 -2.50805 0.71482
H -0.91984 1.49091 -0.45396
C 0.62137 0.05840 -0.05530
S 2.57752 -0.17589 0.21109
Si -0.59701 -1.44456 0.25925
H 0.51119 2.14696 0.33764
C 0.17131 1.41384 -0.33446
H -1.59278 -1.40444 1.34540
```

The calculation puts the highest occupied orbital energy (spin up / spin down) at -8.766 / -8.712 eV. The value obtained for the HOMO-LUMO gap (spin up / spin down) is 7.306 / 7.143 eV. The calculation puts the energy above the lowest of the compared OMol25 structures with the same formula, charge and spin at 92.1 kcal per mole. The LUMO energy (spin up / spin down) is -1.5 / -1.6 eV. For the largest force on an atom, the calculation gives 6.2 eV/A. The SMILES is CC([SiH3])=S.


Record 2
C4H4O in the gas phase in a non-equilibrium geometry. Source: OMol25; level of theory: the ωB97M-V functional and the def2-TZVPD basis.

XYZ file:
```
9
Properties=species:S:1:pos:R:3
C -0.71275 -0.07954 0.96035
H -1.35957 -0.23676 1.75114
C -0.36897 1.01791 0.31363
H -0.62635 2.11097 0.37138
C 0.59685 -0.57178 -0.75679
H 1.43422 -1.01630 -1.41448
C -0.04862 -1.13812 0.24938
H -0.12666 -2.19394 0.52233
O 0.48491 0.74565 -0.72873
```

The calculation puts the highest occupied orbital energy at -9.026 eV. The value obtained for the HOMO-LUMO gap is 10.188 eV. The calculation puts the energy above the lowest of the compared OMol25 structures with the same formula, charge and spin at 8.1 kcal per mole. The LUMO energy is 1.2 eV. For the largest force on an atom, the calculation gives 4.4 eV/A. The SMILES is c1ccoc1.


Record 3
C6H13NO2 in the gas phase in a non-equilibrium geometry. Source: OMol25; level of theory: the ωB97M-V functional and the def2-TZVPD basis.

XYZ file:
```
22
Properties=species:S:1:pos:R:3
C 1.40524 -0.75073 0.32287
H 0.45663 1.60673 1.58126
H 1.17257 3.17520 1.18072
H -1.31683 1.08029 0.39598
C -1.68624 0.33101 -0.29916
H -1.39910 -1.26301 1.16498
O 1.56810 2.49272 -1.20116
C 1.32644 2.09993 1.15232
C -1.27547 -1.06954 0.09452
H 1.93519 0.13662 -1.48203
H -2.55777 -2.77439 -0.28327
H 1.26327 -0.42643 1.35610
H -0.84068 -2.69886 -0.94114
O 0.28265 -1.39958 -0.18145
H -1.34089 0.56291 -1.30461
N 1.80516 0.36941 -0.50529
H -2.77400 0.38918 -0.29181
H -2.16510 -1.77091 -1.74801
H 2.22489 -1.48198 0.30944
C -1.82851 -2.14074 -0.78280
C 1.54639 1.68952 -0.28991
H 2.19804 1.84264 1.75246
```

The calculation puts the highest occupied orbital energy at -9.627 eV. The value obtained for the HOMO-LUMO gap is 10.516 eV. The calculation puts the energy above the lowest of the compared OMol25 structures with the same formula, charge and spin at 32.4 kcal per mole. The LUMO energy is 0.9 eV. For the largest force on an atom, the calculation gives 2.4 eV/A. The SMILES is CC(=O)NCOC(C)C.


Record 4
A 2-piece molecular cluster, H2O overall in a non-equilibrium geometry. Source: OMol25; level of theory: the ωB97M-V functional and the def2-TZVPD basis.

XYZ file:
```
3
Properties=species:S:1:pos:R:3
H 0.39179 0.75293 -0.80377
O 0.45326 0.08845 -0.11284
H -0.84505 -0.84138 0.91661
```

The calculation puts the highest occupied orbital energy at -10.999 eV. The value obtained for the HOMO-LUMO gap is 8.355 eV. The calculation puts the energy above the lowest of the compared OMol25 structures with the same formula, charge and spin at 125.5 kcal per mole. The LUMO energy is -2.6 eV. For the largest force on an atom, the calculation gives 4.2 eV/A.